Entry from the OMol25 dataset: a cluster of 23 separate species, C47H54BrCl66N5O3S in total (ωB97M-V with the def2-TZVPD basis set).

Geometry as XYZ:
```
177
Properties=species:S:1:pos:R:3
C -8.78688 2.68772 2.34888
C -8.82971 1.32124 1.60760
C -7.88060 0.35234 2.34212
C -7.41102 -0.84357 1.43949
C -5.89276 -0.79253 1.30268
C -5.16117 -1.12873 2.38219
C -3.78085 -1.10989 2.41783
N -3.19974 -1.47623 3.56765
C -1.92853 -1.39294 3.49184
C -1.17665 -1.74022 4.75844
C -0.93459 -0.52399 5.64939
C -2.11505 0.46560 5.60805
O 0.26365 0.14726 5.28573
C -1.17853 -0.99993 2.34235
C 0.34363 -0.94546 2.42895
C 1.09704 -1.16158 1.09503
C 2.14286 -0.04719 0.75326
C 1.88180 0.59070 -0.60664
C 0.54284 1.36204 -0.64029
C 0.60623 2.56796 -1.58180
C 1.01822 3.92882 -0.96408
S 2.17065 3.89573 0.44880
C 1.28870 4.35913 1.88935
N 0.15772 4.87769 2.07495
N 0.07786 5.04672 3.44801
C 1.11191 4.60612 3.96711
O 1.95990 4.13187 3.01262
N -1.76779 -0.65663 1.23137
C -3.12901 -0.71056 1.28557
C -3.89829 -0.39195 0.15705
O -3.22217 -0.02029 -1.01743
C -3.04238 1.25763 -0.98045
N -3.18074 2.40609 -1.03239
C -5.22262 -0.42828 0.12151
Br -6.22040 0.01273 -1.42416
H -8.48628 2.52969 3.38828
H -8.05675 3.32191 1.84498
H -9.77061 3.16159 2.37493
H -8.46863 1.48541 0.58823
H -9.83304 0.89000 1.55523
H -8.29789 -0.00217 3.28822
H -7.00542 0.94191 2.59856
H -7.90823 -0.82841 0.47382
H -7.61946 -1.75261 2.00823
H -5.70576 -1.41402 3.27507
H -1.85338 -2.39086 5.32385
H -0.27875 -2.32828 4.57311
H -0.87542 -0.83877 6.70113
H -2.00556 1.24130 6.37157
H -3.05288 -0.05663 5.81819
H -2.19493 0.97097 4.64149
H 0.39866 0.82009 5.96315
H 0.73991 -1.66271 3.14413
H 0.60607 0.04607 2.81553
H 0.44736 -1.36981 0.24574
H 1.71041 -2.05923 1.23509
H 2.19446 0.72270 1.52912
H 3.12568 -0.52086 0.67820
H 2.71942 1.24542 -0.87062
H 1.82447 -0.17637 -1.38675
H -0.21803 0.64223 -0.94976
H 0.30862 1.63629 0.39555
H -0.35080 2.73405 -2.07043
H 1.35107 2.33671 -2.35226
H 0.14911 4.51722 -0.67005
H 1.55253 4.47240 -1.74311
H 1.33776 4.63624 5.02510
C 4.05461 1.43492 7.26394
Cl 3.67661 2.31827 5.77532
Cl 3.27037 2.17778 8.66052
Cl 3.57643 -0.26016 7.11407
H 5.12655 1.47368 7.41827
C -4.25984 3.55949 2.71542
Cl -4.59066 4.78510 1.48862
Cl -5.06188 3.97855 4.23269
Cl -4.79589 1.97179 2.14991
H -3.19129 3.52172 2.89437
C 4.14319 -2.13088 -6.60957
Cl 5.40935 -1.30979 -5.69294
Cl 3.07366 -0.96865 -7.39318
Cl 4.84388 -3.20241 -7.81811
H 3.55635 -2.72611 -5.92130
C 6.37636 -1.16093 9.46488
Cl 7.37259 -2.31841 10.34692
Cl 5.43078 -0.17237 10.57448
Cl 7.38253 -0.13896 8.42528
H 5.69154 -1.71273 8.83326
C 6.41187 5.54736 5.05994
Cl 6.26304 6.68375 6.39601
Cl 6.97593 3.97497 5.64761
Cl 4.87332 5.38152 4.21288
H 7.14397 5.93178 4.36124
C 3.62909 -6.38127 -10.28884
Cl 3.61980 -7.33319 -8.79701
Cl 5.12138 -5.45445 -10.44419
Cl 3.40921 -7.43040 -11.68770
H 2.79753 -5.68798 -10.25760
C 1.68002 0.16608 -11.17327
Cl 1.26490 0.92316 -9.63133
Cl 2.92736 -1.06210 -10.95178
Cl 0.24576 -0.53283 -11.92702
H 2.07056 0.93127 -11.83140
C -3.36260 -5.46041 2.22774
Cl -2.40766 -4.87870 3.59380
Cl -4.41229 -4.18148 1.61120
Cl -2.32709 -6.09453 0.94438
H -3.98653 -6.27420 2.57388
C 2.24532 -6.61350 -15.66699
Cl 2.59946 -5.45317 -14.38985
Cl 2.61641 -8.25890 -15.14057
Cl 0.55569 -6.49027 -16.17235
H 2.86894 -6.38084 -16.52041
C 6.13682 6.80688 10.31685
Cl 4.89377 7.31293 11.46146
Cl 7.61261 6.31858 11.15358
Cl 5.53590 5.49663 9.29926
H 6.37435 7.65110 9.68121
C 0.32793 -8.97146 -7.68265
Cl -0.09909 -7.99024 -9.08690
Cl -0.13129 -8.20187 -6.15781
Cl -0.45549 -10.54956 -7.80053
H 1.39980 -9.12309 -7.68601
C 0.21423 4.61717 8.32245
Cl 1.54814 4.35091 7.18488
Cl 0.04580 3.24927 9.42537
Cl 0.46533 6.11080 9.22040
H -0.70244 4.70987 7.75332
C -2.55399 7.11520 -1.04242
Cl -4.03949 7.94134 -1.51941
Cl -1.33249 7.26192 -2.31224
Cl -1.94899 7.75376 0.48524
H -2.78094 6.06321 -0.90610
C -2.07994 -5.54461 -3.47664
Cl -1.22446 -6.94190 -2.81426
Cl -2.91833 -4.67149 -2.19027
Cl -0.97076 -4.52678 -4.40895
H -2.83211 -5.90673 -4.16296
C 8.19932 2.11152 2.49113
Cl 9.51346 2.77858 1.51950
Cl 6.97251 1.37386 1.45927
Cl 8.81801 0.94324 3.66087
H 7.73685 2.92274 3.03912
C -0.81779 -8.26587 -13.74579
Cl -0.58084 -7.11810 -12.42846
Cl -0.46870 -9.90996 -13.20762
Cl -2.46074 -8.15032 -14.38167
H -0.12888 -8.01557 -14.54138
C -4.95656 -7.64060 -17.18542
Cl -6.62142 -7.28438 -17.64902
Cl -4.15414 -8.59909 -18.43107
Cl -4.06298 -6.15176 -16.87221
H -4.97694 -8.22221 -16.27241
C 1.69921 9.48594 6.72601
Cl 0.46617 9.99899 7.88044
Cl 3.16583 8.97748 7.56943
Cl 1.08933 8.18982 5.69852
H 1.94685 10.33027 6.09588
C -4.12903 -7.61393 -7.16146
Cl -3.72096 -7.87597 -8.86001
Cl -3.77901 -9.05488 -6.20895
Cl -3.25564 -6.21434 -6.52553
H -5.19053 -7.40987 -7.09220
C 8.63324 2.60082 10.55718
Cl 7.13349 2.88463 11.43961
Cl 8.69371 3.58586 9.09208
Cl 10.03127 2.92867 11.58523
H 8.66272 1.55916 10.26461
C -5.42353 -4.73881 -9.63768
Cl -4.52194 -3.25413 -9.94242
Cl -6.61161 -4.49906 -8.35130
Cl -6.20419 -5.31306 -11.11173
H -4.72675 -5.49708 -9.30901
C 3.19340 10.56081 13.44957
Cl 4.53808 11.69115 13.61893
Cl 3.00119 10.06779 11.76676
Cl 3.42959 9.15206 14.48734
H 2.28721 11.06331 13.76169
```

Calculated values
energy above the lowest of the compared OMol25 structures with the same formula, charge and spin	0.000	eV
net charge	0
LUMO	-0.4	eV

---

Entry from the OMol25 dataset: a structure of composition C47H54MnN4O2Si2 (ωB97M-V with the def2-TZVPD basis set).

Geometry as XYZ:
```
110
Properties=species:S:1:pos:R:3
Mn 4.97646 -12.35450 19.69942
C 2.31089 -9.09568 18.95432
C 1.72164 -10.28381 18.22801
C 0.94229 -10.09902 17.08380
C 0.24005 -11.15614 16.48289
C 0.31265 -12.37715 17.05323
C 1.06320 -12.58426 18.22542
C 0.92769 -13.91538 18.98198
C 1.86898 -11.58772 18.79258
N 2.80643 -11.80578 19.79628
C 2.38182 -11.29541 20.99687
O 1.21765 -10.94964 21.22568
C 3.48716 -11.25819 22.01259
C 3.29977 -10.65447 23.25904
C 4.35779 -10.52379 24.17689
C 5.63690 -10.94972 23.79401
C 5.74167 -11.57226 22.52082
N 4.70184 -11.83723 21.71455
C 7.08984 -11.86251 22.02883
O 8.08786 -11.64805 22.71356
N 7.04861 -12.37258 20.74080
C 8.18361 -12.96304 20.27707
C 8.81388 -12.60030 19.07568
C 8.13496 -11.77493 18.00802
C 10.08725 -13.10481 18.79987
C 10.75194 -13.89697 19.71907
C 10.07283 -14.40920 20.84753
C 8.76978 -13.99890 21.07013
C 7.86689 -14.67771 22.10516
H 2.13685 -8.15252 18.41763
H 3.42523 -9.11512 19.13789
H 1.85596 -8.93305 19.95807
H 0.91472 -9.12144 16.63633
H -0.35496 -11.00928 15.56800
H -0.04249 -13.26433 16.51684
H 0.79086 -14.78974 18.27680
H -0.00982 -13.81064 19.55672
H 1.76130 -14.11747 19.62313
H 2.26060 -10.36000 23.47688
H 4.17742 -10.11780 25.16884
H 6.53160 -10.69595 24.35786
H 7.79352 -10.81673 18.42754
H 7.30809 -12.26415 17.51383
H 8.88538 -11.57118 17.24009
H 10.57172 -12.78347 17.89071
H 11.81355 -14.13567 19.53941
H 10.57807 -15.13881 21.51776
H 8.16974 -15.69808 22.28323
H 6.81693 -14.79942 21.72021
H 7.82638 -14.13384 23.07453
C 4.69519 -14.11333 18.42443
Si 4.52112 -15.97165 18.15733
C 3.45096 -17.01772 19.47893
N 3.16026 -16.43822 20.79936
C 2.35981 -17.37833 21.61351
C 2.52081 -17.26617 23.16199
C 2.69861 -15.86809 23.68542
C 3.50041 -14.91421 22.74895
C 4.13375 -15.70238 21.55078
C 3.55629 -16.42935 16.56718
C 2.64696 -15.51562 15.98008
C 1.87449 -15.83025 14.84990
C 2.01320 -17.06580 14.21800
C 2.90682 -18.00430 14.80108
C 3.61653 -17.69912 15.95198
C 6.27742 -16.73538 17.95444
C 6.97414 -17.24934 19.05239
C 8.33129 -17.62467 18.98501
C 8.95693 -17.65035 17.76144
C 8.24886 -17.19724 16.60207
C 6.92028 -16.74423 16.73460
H 3.82427 -13.68727 17.88332
H 5.57183 -13.96773 17.79420
H 3.77193 -18.07172 19.58385
H 2.47133 -17.05298 18.92310
H 2.49974 -18.43147 21.39227
H 1.29479 -17.20138 21.39027
H 3.31796 -17.89568 23.54415
H 1.58371 -17.66071 23.58809
H 3.15122 -15.90456 24.69083
H 1.71651 -15.37147 23.88167
H 4.27428 -14.34390 23.22318
H 2.79015 -14.24828 22.29472
H 4.91487 -16.33620 22.05051
H 4.69082 -15.01713 20.86297
H 2.61997 -14.50462 16.44935
H 1.10368 -15.12126 14.51930
H 1.54036 -17.35662 13.25112
H 3.09678 -18.90841 14.21678
H 4.15622 -18.54381 16.41600
H 6.44683 -17.39223 19.98020
H 8.81822 -17.88345 19.91555
H 9.99281 -17.94084 17.61797
H 8.77295 -17.18953 15.61954
H 6.37015 -16.45305 15.85670
C 7.67499 -7.08322 18.62359
Si 5.85419 -7.45934 18.58862
C 5.18442 -6.41177 20.03426
C 5.00271 -6.71339 17.07351
C 5.60252 -9.28877 18.66768
C 5.27340 -10.45909 18.94679
H 7.91014 -5.99834 18.39502
H 8.23907 -7.71981 17.93862
H 8.05398 -7.22671 19.63974
H 5.91876 -5.59173 20.25961
H 5.11844 -7.08466 20.89495
H 4.20474 -5.97288 19.82977
H 5.13718 -5.64714 17.01482
H 3.86711 -6.83369 17.10636
H 5.25151 -7.14002 16.09313
```

Calculated values
net charge	-2
LUMO (spin up / spin down)	4.3 / 4.3	eV
spin multiplicity	6